{"formula": "C70H161N9O19", "method": "wB97M-V/def2-TZVPD", "spin_multiplicity": 1, "largest_force_ev_per_a": 4.1, "e_tot_ev": -127499.842, "total_charge": 2, "symbols": ["O", "O", "O", "O", "O", "O", "O", "O", "O", "O", "O", "O", "O", "O", "O", "O", "O", "O", "O", "N", "N", "N", "N", "N", "N", "N", "N", "N", "C", "C", "C", "C", "C", "C", "C", "C", "C", "C", "C", "C", "C", "C", "C", "C", "C", "C", "C", "C", "C", "C", "C", "C", "C", "C", "C", "C", "C", "C", "C", "C", "C", "C", "C", "C", "C", "C", "C", "C", "C", "C", "C", "C", "C", "C", "C", "C", "C", "C", "C", "C", "C", "C", "C", "C", "C", "C", "C", "C", "C", "C", "C", "C", "C", "C", "C", "C", "C", "C", "H", "H", "H", "H", "H", "H", "H", "H", "H", "H", "H", "H", "H", "H", "H", "H", "H", "H", "H", "H", "H", "H", "H", "H", "H", "H", "H", "H", "H", "H", "H", "H", "H", "H", "H", "H", "H", "H", "H", "H", "H", "H", "H", "H", "H", "H", "H", "H", "H", "H", "H", "H", "H", "H", "H", "H", "H", "H", "H", "H", "H", "H", "H", "H", "H", "H", "H", "H", "H", "H", "H", "H", "H", "H", "H", "H", "H", "H", "H", "H", "H", "H", "H", "H", "H", "H", "H", "H", "H", "H", "H", "H", "H", "H", "H", "H", "H", "H", "H", "H", "H", "H", "H", "H", "H", "H", "H", "H", "H", "H", "H", "H", "H", "H", "H", "H", "H", "H", "H", "H", "H", "H", "H", "H", "H", "H", "H", "H", "H", "H", "H", "H", "H", "H", "H", "H", "H", "H", "H", "H", "H", "H", "H", "H", "H", "H", "H", "H", "H", "H", "H", "H", "H", "H", "H", "H", "H", "H", "H", "H", "H"], "positions_angstrom": [[-27.1736, -6.9805, 11.5754], [-36.0493, 2.5868, 7.6799], [-27.9362, 0.2141, 12.4985], [-33.9323, -0.5786, 14.2235], [-36.5012, 4.8836, 14.0438], [-32.6429, 4.7188, 15.6890], [-32.0288, 1.3280, 2.4824], [-37.8207, 4.3647, 12.2543], [-36.0676, -0.0255, 14.6341], [-25.5281, 5.0034, 14.2986], [-25.3825, -4.3137, 19.3550], [-33.0992, 8.1078, 10.9635], [-27.2454, 2.2167, 13.1436], [-30.5331, -3.6547, 16.6348], [-29.0461, -5.8275, 12.0263], [-33.0510, -5.5550, 10.1615], [-30.7762, 4.7150, 14.5288], [-34.4507, 1.4513, 6.7739], [-31.1393, -2.3730, 18.4244], [-28.5365, -2.4006, 18.9745], [-39.3749, 1.5853, 10.1675], [-31.9999, 1.4817, 5.2935], [-31.6053, -5.8161, 12.5506], [-34.9123, 1.5782, 18.1101], [-31.7515, 2.0866, 12.4932], [-28.1937, 4.3384, 14.2877], [-26.5808, -3.0270, 13.1052], [-36.2032, 6.0926, 10.6592], [-26.2249, -4.3452, 13.7205], [-37.9612, 3.0684, 14.2593], [-24.1802, -4.4382, 12.2874], [-37.4132, 4.2585, 13.5702], [-34.3677, -5.5386, 9.7326], [-24.7414, -4.4821, 13.7686], [-27.6397, -3.3542, 19.6656], [-40.9035, 1.6165, 8.2393], [-24.5607, -3.1709, 11.6181], [-31.0043, 2.1790, 3.1261], [-34.0988, 1.9399, 19.3167], [-37.3839, 0.0010, 10.5765], [-35.3597, -2.3862, 14.5804], [-31.8761, 2.2860, 17.9791], [-35.6218, 2.7806, 17.5233], [-33.1674, 1.6897, 10.4734], [-33.9949, 0.8691, 17.1804], [-30.2298, 3.1941, 5.4640], [-27.4430, 4.4197, 15.5504], [-24.0631, -4.3222, 18.9161], [-31.3097, -2.8918, 17.1877], [-30.8566, 0.0608, 13.7798], [-27.1714, 1.2079, 12.4038], [-32.7076, -2.6245, 16.7051], [-32.6605, 1.5710, 16.8375], [-34.1018, 3.1171, 12.4280], [-37.8685, -0.8765, 18.6335], [-25.9917, -0.5235, 16.1106], [-34.3855, 2.2696, 11.1806], [-38.5860, 0.6940, 11.1362], [-31.7364, 5.3449, 15.1558], [-25.9905, 4.1787, 15.3237], [-31.5708, 6.7712, 15.5130], [-32.8319, 2.8183, 19.0216], [-32.1595, -3.5919, 13.3217], [-34.7658, 6.3987, 11.0490], [-31.3725, 2.5298, 4.5969], [-26.1393, 1.1528, 11.2410], [-26.0933, -1.8578, 13.9323], [-32.1165, 1.0855, 11.4306], [-33.0110, 2.4077, 13.2863], [-32.9288, 2.1094, 1.7416], [-40.0168, 0.7447, 9.1567], [-26.1796, -3.1365, 19.1476], [-36.9570, -0.0197, 17.7192], [-28.1602, -4.7674, 19.4870], [-30.7563, 1.5574, 13.4958], [-36.9348, -0.9872, 11.6572], [-39.0754, 3.4198, 8.3677], [-35.2544, 3.3695, 5.5757], [-26.5606, -1.7718, 15.3831], [-26.0385, -2.9797, 11.7117], [-34.4784, 7.9205, 10.8124], [-35.2510, 2.5521, 6.7941], [-29.1268, -8.2214, 11.2964], [-32.4658, -4.4310, 10.7768], [-35.9558, 0.6424, 18.6370], [-24.8310, 6.1515, 14.7780], [-31.0871, 3.3846, 11.9382], [-32.7739, 9.4733, 11.0331], [-40.3082, 2.2374, 11.0558], [-38.4590, 2.6123, 9.4999], [-32.5267, -4.6934, 12.3471], [-35.1537, -0.8378, 14.5079], [-33.7651, 5.6703, 10.1980], [-39.9901, 2.6295, 7.4572], [-28.3780, -6.9335, 11.6229], [-28.0639, 3.4589, 16.5406], [-29.8708, -0.2179, 14.9271], [-28.0914, -2.8188, 13.0304], [-32.7212, 2.5236, 9.9404], [-41.4633, 0.9500, 7.5276], [-38.3143, -0.2107, 19.4154], [-32.5880, 0.3102, 11.9963], [-23.3198, -3.8324, 19.5334], [-26.5266, -3.7574, 11.1742], [-28.3467, -5.0557, 18.4306], [-24.9407, -0.4250, 16.0445], [-33.1847, -3.5956, 16.4156], [-26.3066, -2.6539, 15.9188], [-30.3114, -2.6184, 18.8674], [-33.7578, 1.0080, 19.6985], [-33.7989, 4.6130, 10.3643], [-30.2051, 3.1045, 11.4056], [-35.4151, -0.1381, 19.1282], [-33.6410, 1.5339, 6.1676], [-38.0192, 3.3101, 15.3082], [-34.5680, -2.8768, 13.9428], [-30.7786, 3.1337, 2.5891], [-35.4044, -2.7874, 15.5986], [-29.0327, -5.0123, 20.0946], [-40.9090, 1.4957, 11.5585], [-24.4711, -5.4058, 11.8854], [-28.1346, -1.8698, 12.5569], [-26.6113, -1.0037, 13.4790], [-27.6334, -1.7314, 15.4580], [-28.3816, -2.5765, 17.9763], [-34.1194, 5.8425, 9.1554], [-36.5706, 0.6319, 10.4210], [-32.6498, 9.7531, 12.0485], [-33.5339, 0.9786, 9.8415], [-36.7984, 6.8210, 11.0106], [-39.4867, 2.0290, 6.6825], [-41.5815, 2.2052, 8.8562], [-31.9399, -6.6709, 12.1499], [-24.4630, -3.3943, 10.5863], [-26.7681, -4.4159, 14.7580], [-24.1137, -3.7991, 14.3760], [-32.4737, -2.5644, 13.0837], [-31.3987, -4.4319, 10.3681], [-30.9316, 4.0063, 12.8459], [-35.0886, 1.4949, 11.5756], [-26.3837, -2.1069, 11.2001], [-38.2945, 1.3908, 11.9541], [-30.9979, 2.2218, 14.3645], [-33.5316, 2.7689, 2.4468], [-28.0536, 2.4254, 16.2142], [-37.2916, 5.0536, 11.8493], [-31.2646, 1.1198, 5.9542], [-33.6671, -0.0986, 17.6261], [-26.5998, 1.7026, 10.4054], [-34.8518, 2.8323, 10.3558], [-40.5873, -0.0021, 9.6846], [-25.9674, 0.1387, 10.8935], [-37.5759, -0.5985, 9.6694], [-37.7362, -1.7399, 11.7496], [-32.4339, 7.1321, 16.0934], [-34.6890, -6.5428, 9.4800], [-28.8914, -0.0979, 14.6216], [-36.5587, 2.7747, 18.0286], [-36.5806, 1.1664, 19.3070], [-34.7366, 6.1560, 12.1330], [-31.2191, 0.7877, 10.8979], [-31.8449, 9.6556, 10.5641], [-32.1884, 0.7765, 4.5694], [-33.5098, -5.0255, 12.5450], [-32.8162, 6.1014, 10.3829], [-32.0079, 0.8109, 16.5679], [-30.6580, 6.8873, 16.0774], [-24.0071, -3.8536, 17.9331], [-34.2879, 3.6907, 5.2310], [-35.0141, 8.5884, 11.4139], [-32.7670, 2.2502, 15.9917], [-36.7217, -0.4751, 12.5740], [-33.6870, 4.1124, 12.1764], [-35.7212, 2.6607, 16.4240], [-32.6045, 3.1881, 13.9514], [-40.6146, 3.3609, 6.9277], [-39.2649, 0.0226, 11.6102], [-25.5131, 6.7254, 15.4117], [-24.6155, 6.7036, 13.8481], [-31.5607, -6.0266, 13.5494], [-39.1873, 0.2451, 8.6073], [-35.6830, 2.7349, 4.7796], [-27.5918, 3.4483, 17.5389], [-39.7271, 2.8175, 11.7149], [-27.5651, -3.1218, 20.7412], [-36.2855, -2.7637, 14.2505], [-31.1241, 1.6121, 18.4290], [-37.2578, -1.6434, 19.0862], [-30.0518, -5.9825, 12.1303], [-25.2331, 1.7028, 11.5634], [-29.8716, -1.2636, 15.3288], [-35.0840, -5.0402, 10.4180], [-30.5532, -0.4492, 12.8766], [-37.4957, 0.6945, 17.0927], [-34.7179, 8.1688, 9.7358], [-24.5547, -5.4596, 14.1985], [-38.7399, -1.3314, 18.1910], [-33.1320, 3.8799, 18.9122], [-35.0245, 3.1595, 13.0531], [-31.4318, 7.4285, 14.6467], [-26.5114, 0.3014, 15.6939], [-28.7180, -9.0039, 11.9023], [-23.7281, -5.3489, 18.9183], [-30.0617, 0.3305, 15.8090], [-29.7926, 1.8391, 13.0788], [-27.6519, 5.4459, 15.9616], [-25.8342, -2.2112, 19.5247], [-32.7079, -2.0276, 15.7804], [-24.0079, -2.3226, 11.8705], [-26.2739, -2.9691, 18.0926], [-33.3071, 1.4860, 13.7890], [-33.5147, 10.0263, 10.4651], [-28.0224, 3.4765, 13.6779], [-31.8456, -0.2839, 13.9694], [-32.2969, 2.8785, 20.0126], [-28.6312, -2.9901, 13.9657], [-29.0440, 3.7552, 16.9402], [-31.0704, -3.4656, 13.2352], [-30.0997, 1.5743, 3.0020], [-38.1649, 3.7087, 7.8256], [-36.3982, -0.7044, 17.1158], [-26.2316, -0.4923, 17.1955], [-34.7505, 2.3542, 20.0438], [-25.9129, 3.1244, 15.0199], [-37.2299, 2.2966, 14.0508], [-23.8932, 5.8077, 15.3498], [-28.7307, -8.4764, 10.2760], [-35.0189, 3.6569, 17.6984], [-25.4857, 4.2416, 16.3252], [-34.3806, -5.0659, 8.7097], [-40.9583, 2.9615, 10.6644], [-37.7420, 2.0056, 9.0148], [-31.4110, 3.1962, 17.5729], [-27.4541, -5.4625, 19.8578], [-35.9714, 4.1766, 5.7693], [-32.0809, 3.4080, 4.5074], [-30.6785, 3.6941, 6.3280], [-27.7865, 5.0827, 13.6812], [-26.5439, -5.1944, 13.0738], [-32.5644, 2.7369, 0.9124], [-29.2109, 4.5792, 14.4351], [-23.1162, -4.5844, 12.3286], [-28.1571, -1.4678, 19.0940], [-32.9712, -3.3901, 10.4800], [-36.2883, 6.0335, 9.6357], [-34.5631, 0.6943, 16.2608], [-28.5618, -3.5893, 12.3267], [-25.0260, -1.7979, 13.8470], [-36.1102, -1.6187, 11.2846], [-39.6601, 4.2959, 8.6901], [-32.4362, -3.9167, 14.3516], [-38.9473, 2.9979, 13.6913], [-29.6575, 4.0149, 4.9392], [-33.7055, 1.4948, 1.2803], [-33.3195, -2.1450, 17.4983], [-29.5039, 2.4730, 5.7661], [-31.7468, 3.9056, 11.2314], [-38.0009, 3.2345, 10.3461], [-30.2549, -8.1951, 11.2821]]}